Entry P
This record from the OMol25 dataset describes a molecular structure, C5H12N2O2. The level of theory is wB97M-V/def2-TZVPD.

Output
2S+1	1
orbital gap	8.95	eV
E_LUMO	0.6	eV

Atoms and positions in Å:
C: 1.35256 -0.31602 0.82581
C: 1.44961 0.73440 1.91542
C: 1.10156 0.09055 -1.09918
N: 0.73499 1.31800 -1.15990
O: 1.26983 -0.89831 -1.74546
H: -0.37221 1.48523 -0.22606
H: 0.64872 1.66845 -2.10967
H: 1.13528 -1.33561 1.14530
H: 2.35751 -0.42537 0.40844
H: 0.54407 0.82956 2.51682
H: 2.26514 0.50520 2.60690
H: 1.64764 1.72031 1.49220
C: -1.95725 -0.72020 -1.55113
N: -1.52327 -1.06887 -0.21051
C: -1.00367 -0.18906 0.68100
O: -1.17135 1.09685 0.52199
H: -1.32663 -2.04326 -0.04169
H: -0.90936 -0.58158 1.69142
H: -1.15342 -0.82678 -2.28448
H: -2.29379 0.31437 -1.54589
H: -2.79596 -1.35786 -1.83134

***

Entry Q
This record from the OMol25 dataset describes 2 unconnected molecules or ions with the total composition C5H12N2O2. The level of theory is wB97M-V/def2-TZVPD.

Output
2S+1	1
orbital gap	10.63	eV
SMILES	CCC(N)=O.CC(N)=O
E_LUMO	0.8	eV

Atoms and positions in Å:
C: -0.68387 1.36950 -0.70435
C: -0.53349 0.53984 -1.96734
C: -1.61902 -0.54130 -1.98313
N: -2.40436 -0.52354 -3.12889
O: -1.80638 -1.38464 -1.13800
H: -1.62546 1.92181 -0.70648
H: 0.08240 2.12523 -0.52835
H: -0.67872 0.71590 0.16786
H: -0.67568 1.12369 -2.87436
H: 0.41435 0.01282 -2.07481
H: -3.07905 -1.27992 -3.22242
H: -2.35910 0.25311 -3.75461
C: 0.81036 -0.71575 3.06082
C: 1.81553 0.13839 2.37088
N: 2.76706 -0.57341 1.68088
O: 1.80952 1.34557 2.30717
H: 0.44330 -0.30632 3.99971
H: 1.18986 -1.70051 3.31870
H: -0.07122 -0.75944 2.42089
H: 3.39766 -0.18190 1.01709
H: 2.80632 -1.57911 1.73874

***

The structure with the least stability is entry P.

***

Entry P
This record from the OMol25 dataset describes 2 unconnected molecules or ions with the total composition C5H12N2O2. The level of theory is wB97M-V/def2-TZVPD.

Output
2S+1	1
orbital gap	9.64	eV
SMILES	C[C@@H](O)/C=N\N.CC=O
E_LUMO	0.9	eV

Atoms and positions in Å:
C: 2.60494 -0.11988 -1.24534
C: 1.52341 -0.68235 -0.31268
O: 1.87240 -0.51963 1.04787
C: 0.19025 -0.06279 -0.68178
N: -0.39305 1.00083 -0.21040
N: 0.13299 1.65420 0.88063
H: 3.56150 -0.58323 -1.00644
H: 2.68907 0.95755 -1.11506
H: 2.36475 -0.32555 -2.28743
H: 1.43681 -1.76646 -0.46961
H: 2.19277 0.38771 1.15590
H: -0.18733 -0.37386 -1.65010
H: 0.27445 1.05888 1.69830
H: -0.50746 2.40143 1.12912
C: -3.06798 -0.31050 0.08056
C: -1.83659 -0.52021 0.90859
O: -1.63842 -0.12664 2.02920
H: -2.77337 0.09557 -0.88521
H: -3.73307 0.40524 0.57676
H: -3.58412 -1.25770 -0.07474
H: -1.12196 -1.31262 0.43188

***

Entry Q
This record from the OMol25 dataset describes 2 unconnected molecules or ions with the total composition C5H12N2O2. The level of theory is wB97M-V/def2-TZVPD.

Output
2S+1	1
orbital gap	9.61	eV
SMILES	C[C@H]1N[C@@]1(C)O.NC=O
E_LUMO	0.7	eV

Atoms and positions in Å:
C: 1.51013 -1.14824 -0.91696
C: 1.33209 0.14883 -0.16409
N: 1.67072 1.41145 -0.80109
C: 0.27885 1.13219 -0.55475
C: -0.37306 2.04437 0.47124
O: -0.52673 0.84399 -1.64681
H: 1.13462 -1.04683 -1.93202
H: 2.55907 -1.41101 -0.96708
H: 0.97550 -1.95162 -0.42817
H: 1.62888 0.11352 0.88140
H: 1.93100 1.31443 -1.77651
H: -0.35280 3.06283 0.09597
H: 0.16731 2.01422 1.41262
H: -1.41596 1.76411 0.61323
H: -1.06997 0.06070 -1.43521
N: -1.56643 -0.96756 1.73258
C: -1.60616 -1.79563 0.67862
O: -1.69634 -1.43978 -0.47712
H: -1.45719 -1.31704 2.66937
H: -1.55184 0.03098 1.57963
H: -1.57175 -2.86386 0.96520

***

Entry R
This record from the OMol25 dataset describes C5H12N2O2 in the gas phase. The level of theory is wB97M-V/def2-TZVPD.

Output
2S+1	1
orbital gap	9.58	eV
SMILES	C[C@H](C(N)=O)[C@H](N)CO
E_LUMO	0.7	eV

Atoms and positions in Å:
C: -0.98784 1.25188 -1.47122
C: -0.41486 0.16984 -0.55906
C: -1.20446 0.10248 0.74679
N: -1.78675 -1.13659 0.98870
O: -1.46083 1.08068 1.42669
C: 1.02053 0.49248 -0.10917
N: 2.03496 0.18112 -1.04224
C: 1.27092 -0.41802 1.26786
O: 1.16225 -1.79847 1.01039
H: -0.34472 1.41818 -2.33413
H: -1.08378 2.18269 -0.91606
H: -1.98069 0.96594 -1.81607
H: -0.41876 -0.80364 -1.06063
H: -2.40167 -1.16649 1.78994
H: -2.03246 -1.71980 0.20422
H: 1.09320 1.53279 0.21542
H: 2.13183 0.84536 -1.79935
H: 2.05409 -0.80362 -1.27910
H: 2.33104 -0.22883 1.45157
H: 0.79077 -0.11535 2.20292
H: 0.22722 -2.03261 1.08253

***

Entry S
This record from the OMol25 dataset describes a molecular structure, C5H12N2O2. The level of theory is wB97M-V/def2-TZVPD.

Output
2S+1	1
orbital gap	8.64	eV
E_LUMO	0.0	eV

Atoms and positions in Å:
C: 1.39151 0.34785 1.49322
C: 0.97452 0.99253 0.09439
C: 1.71647 0.39019 -1.17119
C: -0.72071 0.94336 0.06143
C: -2.49057 -0.74352 -0.08463
H: 1.62344 1.50989 2.33704
H: 2.80703 -0.89782 1.65073
H: 0.22453 -0.66157 1.67423
H: 1.29660 1.99128 0.18053
H: 2.78317 0.92558 -1.18478
H: 1.03886 0.19149 -2.06325
H: 1.65951 -1.48289 -0.38522
H: -2.31166 1.63978 -0.41806
H: -3.77904 -0.13417 -0.01814
H: -2.40757 -1.79486 0.54647
H: -2.51585 -1.03244 -1.14691
H: -0.71561 -1.68613 -0.91128
N: -1.40101 1.86437 -0.48497
N: -1.10533 -0.22297 0.40043
O: 2.28966 -0.78697 -0.54580
O: -0.35796 -1.35301 -0.02423

***

The structure with the least stability is entry S.

***

Entry P
This record from the OMol25 dataset describes 2 unconnected molecules or ions with the total composition C2HI2N3. The level of theory is wB97M-V/def2-TZVPD.

Output
2S+1	1
orbital gap (alpha / beta)	8.26 / 6.85	eV
E_LUMO (alpha / beta)	-1.1 / -1.3	eV

Atoms and positions in Å:
C: -0.09459 1.92695 0.13524
C: 1.18570 0.02548 0.14889
N: -0.57205 2.94444 -0.12387
N: 0.92355 1.18473 0.41997
N: -0.99095 -1.78952 -0.64662
I: 2.63251 -1.33559 -0.05408
I: -2.38403 -0.56556 -0.00735
H: -0.70014 -2.39092 0.12783

***

Entry Q
This record from the OMol25 dataset describes 2 unconnected molecules or ions with the total composition C2HI2N3. The level of theory is wB97M-V/def2-TZVPD.

Output
2S+1	1
orbital gap (alpha / beta)	7.51 / 7.17	eV
E_LUMO (alpha / beta)	-1.6 / -1.4	eV

Atoms and positions in Å:
C: -1.40314 -3.07830 -1.71998
C: 0.02515 -2.09956 -0.11308
N: -2.07818 -3.38642 -2.60519
N: -0.55178 -2.98264 -0.74079
N: 0.89009 -0.23386 -1.13391
I: 0.83575 -2.21702 1.71797
I: -0.55171 0.99109 -1.71013
H: 1.18344 -0.82939 -1.83262

***

The structure with the least stability is entry P.

***

Entry P
This record from the OMol25 dataset describes 2 unconnected molecules or ions with the total composition CHClFO3. The level of theory is wB97M-V/def2-TZVPD.

Output
2S+1	1
orbital gap (alpha / beta)	9.74 / 9.76	eV
E_LUMO (alpha / beta)	-7.7 / -7.7	eV
total charge	+1

Atoms and positions in Å:
C: -0.03869 -0.63801 -0.49655
O: -3.11381 -0.29566 2.24651
O: -1.24345 -0.88392 1.31680
O: -2.31868 -0.15700 1.38003
F: -1.04219 -0.51010 -1.35589
Cl: 0.60958 -2.11285 -0.38867
H: 0.51910 0.17181 -0.03507

***

Entry Q
This record from the OMol25 dataset describes 2 unconnected molecules or ions with the total composition CHClFO3. The level of theory is wB97M-V/def2-TZVPD.

Output
2S+1	1
orbital gap (alpha / beta)	9.89 / 9.89	eV
E_LUMO (alpha / beta)	-8.0 / -8.0	eV
total charge	+1

Atoms and positions in Å:
C: 1.04997 0.44493 0.02872
O: -2.62252 -0.95064 -0.19257
O: -0.71233 -0.59200 0.62806
O: -1.67679 -0.23863 -0.15353
F: 0.42784 0.89808 -1.00571
Cl: 2.22733 -0.62571 -0.21965
H: 1.30651 1.06397 0.91466

***

The structure with the least stability is entry Q.